Entry 1:
Formula: C47H52F48IN3O9
Source: the OMol25 dataset
Level of theory: the ωB97M-V functional and the def2-TZVPD basis

CARTESIAN COORDINATES (ANGSTROEM)
C: 0.57549 -6.35048 6.13560
O: -0.29224 -6.41046 4.91615
C: 0.54229 -5.80154 3.86879
C: -0.15283 -5.70307 2.38984
C: -1.19703 -4.45721 2.18393
C: -1.95635 -3.94038 3.53428
C: -1.12296 -2.90974 4.48462
C: 0.12493 -2.12596 3.77712
C: -0.28807 -1.02373 2.63843
C: 0.74753 0.23307 2.46764
C: 2.33347 -0.15127 2.43169
C: 3.00424 -0.32455 0.95317
C: 4.44730 -1.13461 1.21465
N: 5.59772 -1.72369 1.38153
C: 3.42373 1.05978 0.18953
C: 2.54814 2.38481 0.57362
O: 3.11101 3.63379 -0.00100
C: 3.08421 3.61652 -1.47197
O: 2.16756 4.26306 -2.22435
C: 2.15720 -1.35067 -0.05886
N: 1.70990 -2.63130 0.65589
I: 0.58922 -0.36165 -1.21679
C: 3.28987 -1.87490 -1.17377
N: 4.26866 -2.26256 -1.96575
H: 0.70379 -5.22553 6.48011
H: 0.11523 -6.97146 7.03067
H: 1.66821 -6.76038 5.91839
H: 1.49669 -6.50696 3.74171
H: 0.95405 -4.78697 4.29163
H: -0.66825 -6.71673 2.06237
H: 0.72745 -5.53620 1.60105
H: -0.63811 -3.63407 1.56674
H: -2.05329 -4.86806 1.45912
H: -2.94709 -3.38170 3.18352
H: -2.32149 -4.85330 4.19186
H: -1.89249 -2.17123 5.00664
H: -0.65913 -3.55366 5.37628
H: 0.95319 -2.83581 3.31092
H: 0.69062 -1.52465 4.63889
H: -1.32782 -0.55183 2.98708
H: -0.48279 -1.46077 1.56867
H: 0.59102 0.92097 3.43110
H: 0.38631 0.91935 1.55970
H: 2.62327 -1.12145 3.05454
H: 2.90916 0.73944 2.97967
H: 4.54977 1.29630 0.50723
H: 3.44967 0.89967 -0.97085
H: 1.43486 2.31386 0.16917
H: 2.56327 2.54970 1.75433
H: 3.94537 2.99426 -2.01571
H: 0.82716 -2.90280 0.12700
H: 2.42477 -3.37935 0.42395
C: 3.83215 4.92123 -5.82965
C: 2.30596 4.75768 -5.88409
C: 1.79520 3.38032 -5.47992
F: 2.24986 2.40485 -6.29912
F: 0.43708 3.33341 -5.55084
F: 1.86244 5.10568 -7.12209
F: 1.76909 5.68142 -5.02563
O: 4.51989 4.78119 -7.07510
C: 4.85691 3.44382 -7.44121
C: 4.18330 2.99963 -8.74434
F: 2.82972 3.03432 -8.64079
F: 4.51400 1.71814 -9.05579
F: 4.59577 2.61397 -6.40329
F: 6.20918 3.43499 -7.59541
H: 4.02261 5.96003 -5.53180
H: 4.29204 4.32170 -5.03506
H: 2.08095 3.13566 -4.45226
H: 4.47461 3.64376 -9.57830
C: -6.48076 -4.99462 7.25781
C: -5.31818 -4.29935 6.53396
C: -5.71484 -3.08123 5.70921
F: -6.57017 -3.39585 4.70984
F: -4.62246 -2.52925 5.11445
F: -4.65161 -5.21266 5.77765
F: -4.42815 -3.89395 7.49417
O: -7.01715 -6.15088 6.61043
C: -8.01995 -5.89275 5.62862
C: -7.60825 -6.35558 4.22667
F: -6.48828 -5.71616 3.80135
F: -8.57888 -6.08209 3.31471
F: -8.36507 -4.58387 5.67152
F: -9.11988 -6.58262 6.03697
H: -6.07357 -5.37862 8.20165
H: -7.26537 -4.29313 7.56540
H: -6.17556 -2.31017 6.33436
H: -7.41057 -7.43069 4.20853
C: 1.71353 7.31217 -1.14906
C: 2.71011 7.86585 -2.17824
C: 3.51061 9.07395 -1.70807
F: 2.71972 10.13464 -1.42742
F: 4.36927 9.48702 -2.67957
F: 2.05351 8.12965 -3.34002
F: 3.59082 6.85755 -2.47181
O: 0.35494 7.72712 -1.30966
C: 0.01865 8.97164 -0.69789
C: -0.43902 10.02511 -1.71274
F: 0.53539 10.29913 -2.61802
F: -0.73746 11.20098 -1.09886
F: 1.05459 9.39136 0.06683
F: -0.99522 8.69376 0.16661
H: 1.68320 6.22567 -1.29968
H: 2.06256 7.43409 -0.11677
H: 4.10539 8.83644 -0.82070
H: -1.32304 9.68739 -2.26021
C: 2.85925 -6.64948 -2.45070
C: 3.21993 -5.87089 -1.17687
C: 4.70666 -5.58963 -0.99823
F: 5.43385 -6.72530 -0.89447
F: 4.92749 -4.89118 0.14855
F: 2.70590 -6.51783 -0.09627
F: 2.56196 -4.67006 -1.23659
O: 2.66059 -8.05578 -2.28767
C: 3.84270 -8.85244 -2.35188
C: 4.11779 -9.60897 -1.04759
F: 4.29221 -8.75571 -0.00566
F: 5.25698 -10.34558 -1.13829
F: 4.88444 -8.08072 -2.74348
F: 3.63362 -9.73892 -3.36329
H: 1.88074 -6.27498 -2.77683
H: 3.53026 -6.42219 -3.28760
H: 5.10186 -4.99565 -1.82805
H: 3.29142 -10.28035 -0.79933
C: -2.97002 5.51186 2.18301
C: -3.44428 6.96985 2.27417
C: -2.40900 7.94669 2.81764
F: -2.04178 7.65097 4.08533
F: -2.91465 9.20952 2.85353
F: -4.59775 7.02114 2.99342
F: -3.78118 7.36585 1.00603
O: -3.36762 4.65762 3.25816
C: -2.51385 4.67476 4.40139
C: -3.22746 5.16723 5.66528
F: -3.68458 6.43707 5.51486
F: -2.38287 5.18456 6.73063
F: -1.39566 5.38394 4.11709
F: -2.10602 3.38782 4.57447
H: -3.45980 5.08068 1.30080
H: -1.89826 5.43021 1.96630
H: -1.51306 7.96734 2.18958
H: -4.08004 4.52849 5.91100
C: -3.40039 -0.05559 -6.62244
C: -3.03970 0.72300 -5.34860
C: -1.55298 1.00426 -5.16997
F: -0.82578 -0.13141 -5.06621
F: -1.33215 1.70271 -4.02318
F: -3.55373 0.07605 -4.26801
F: -3.69768 1.92383 -5.40833
O: -3.59905 -1.46190 -6.45940
C: -2.41693 -2.25855 -6.52362
C: -2.14185 -3.01509 -5.21932
F: -1.96743 -2.16182 -4.17740
F: -1.00265 -3.75169 -5.31003
F: -1.37519 -1.48684 -6.91522
F: -2.62602 -3.14503 -7.53503
H: -4.37890 0.31891 -6.94857
H: -2.72938 0.17169 -7.45934
H: -1.15777 1.59824 -5.99979
H: -2.96821 -3.68646 -4.97106

Atoms 1-3, force components in eV/Å:
C 0.2 0.1 0.6
O 2.5 0.8 0.8
C 1.1 -0.7 -0.8

strongest force on any atom = 12.47 eV/A
E_LUMO = -0.03111 Ha
SMILES string = COCCCCCCCCC[C@](C#N)(CCOC=O)[C@@](N)(I)C#N.FC(F)C(F)(F)COC(F)(F)C(F)F.FC(F)C(F)(F)COC(F)(F)C(F)F.FC(F)C(F)(F)COC(F)(F)C(F)F.FC(F)C(F)(F)COC(F)(F)C(F)F.FC(F)C(F)(F)COC(F)(F)C(F)F.FC(F)C(F)(F)COC(F)(F)C(F)F



Entry 2:
Formula: C38H80NO22S7
Source: the OMol25 dataset
Level of theory: the ωB97M-V functional and the def2-TZVPD basis

CARTESIAN COORDINATES (ANGSTROEM)
C: 1.56413 1.61768 0.90708
C: 0.77157 2.18609 -0.40576
C: -0.30021 1.07150 -0.81148
C: -1.52675 1.55490 -1.71782
C: -1.39057 0.90702 -3.21042
S: -0.02655 1.66788 -4.20315
O: -0.38978 1.83092 -5.66032
O: 1.23732 0.81777 -4.12665
C: -1.70074 3.13927 -1.90118
C: -2.55120 3.87931 -0.74618
C: -3.91777 4.42418 -1.38808
C: -1.69308 5.21491 -0.34633
N: -2.70429 3.10242 0.51352
O: -3.32869 3.79782 1.44754
C: -3.31204 1.75476 0.31757
C: -2.88262 0.88363 1.63367
C: -4.94903 1.76458 0.36259
C: -2.88410 1.00113 -1.03570
O: 1.72918 2.29583 -1.51095
C: 2.15301 3.66440 -1.70759
C: 3.08503 4.22659 -0.50910
C: 2.35167 4.97822 0.66213
C: 3.09134 5.53649 1.90524
C: 4.62786 5.33024 1.98003
C: 5.34870 4.59699 0.80720
C: 4.61800 4.03297 -0.43894
H: 1.33951 2.33207 1.78321
H: 1.25659 0.55642 1.18714
H: 2.68885 1.64597 0.70731
H: 0.33987 3.19223 -0.08728
H: 0.27552 0.27687 -1.42754
H: -0.61490 0.51101 0.14897
H: -2.38640 1.16068 -3.73441
H: -1.27980 -0.22642 -3.12543
H: 0.35118 2.93739 -3.74245
H: -0.73756 3.72537 -2.06838
H: -2.31743 3.28236 -2.87333
H: -4.68284 4.77678 -0.59916
H: -3.76617 5.21594 -2.19752
H: -4.43438 3.53092 -1.91686
H: -1.15708 5.66765 -1.24646
H: -1.03559 5.05724 0.57170
H: -2.48872 5.99570 -0.03250
H: -3.49242 1.24004 2.54828
H: -2.95584 -0.24083 1.46106
H: -1.79244 1.17037 1.87825
H: -5.37112 1.03596 -0.42878
H: -5.29099 1.33640 1.37757
H: -5.39080 2.81145 0.28733
H: -3.72446 1.12264 -1.80154
H: -2.77000 -0.12742 -0.81281
H: 1.30230 4.38829 -1.97376
H: 2.84652 3.64950 -2.63327
H: 1.20856 5.08181 0.58889
H: 2.47971 6.05614 2.72028
H: 5.18848 5.70737 2.90477
H: 6.47042 4.43049 0.88178
H: 5.17532 3.48921 -1.26877
O: 0.57478 -2.25512 0.28512
S: -0.00654 -3.56458 0.14819
O: -1.17337 -3.79648 -0.66363
O: -0.26714 -4.18159 1.62090
C: -1.04014 -3.42210 2.54922
C: -2.52326 -3.49361 2.23214
C: 1.25572 -4.70034 -0.34981
H: -0.69290 -2.38530 2.58438
H: -0.86459 -3.85532 3.53635
H: -2.74878 -2.98978 1.28988
H: -3.10927 -3.01352 3.01978
H: -2.84674 -4.53191 2.12956
H: 2.12752 -4.56280 0.28868
H: 1.51155 -4.48236 -1.38721
H: 0.86922 -5.71575 -0.26805
O: 4.75219 -5.13483 2.75074
S: 4.16988 -6.44327 2.61437
O: 3.00249 -6.67859 1.80075
O: 3.90918 -7.06034 4.08682
C: 3.13505 -6.30119 5.01483
C: 1.65206 -6.37382 4.69677
C: 5.43460 -7.57925 2.11606
H: 3.48137 -5.26435 5.05004
H: 3.31038 -6.73414 6.00197
H: 1.42666 -5.87010 3.75426
H: 1.06537 -5.89411 5.48408
H: 1.32939 -7.41249 4.59415
H: 6.30582 -7.44096 2.75463
H: 5.69138 -7.36188 1.07785
H: 5.04886 -8.59523 2.19809
O: 5.72172 -7.08715 -1.17244
S: 4.84569 -7.97245 -1.89955
O: 5.05763 -9.39589 -1.93573
O: 4.68991 -7.43211 -3.41459
C: 5.87133 -7.21302 -4.18768
C: 6.45849 -8.51905 -4.69165
C: 3.17990 -7.67118 -1.38174
H: 6.60845 -6.64296 -3.61538
H: 5.58137 -6.59927 -5.04302
H: 6.84136 -9.12270 -3.86625
H: 7.28407 -8.32898 -5.38152
H: 5.69702 -9.11368 -5.20165
H: 2.99535 -6.59839 -1.39388
H: 3.06706 -8.05993 -0.36946
H: 2.50090 -8.19138 -2.05681
O: -4.57630 7.98251 0.39273
S: -5.36385 7.35011 1.41961
O: -6.59791 6.66893 1.12259
O: -5.63175 8.41575 2.60862
C: -6.22240 9.67177 2.27690
C: -7.71445 9.53972 2.02915
C: -4.32399 6.24874 2.33417
H: -5.71728 10.12152 1.41734
H: -6.05922 10.33356 3.13027
H: -7.91335 8.95543 1.12861
H: -8.17214 10.52356 1.90051
H: -8.20036 9.02645 2.86215
H: -3.40609 6.77081 2.60164
H: -4.09733 5.39041 1.69430
H: -4.85668 5.91632 3.22470
O: -7.37559 -0.13972 4.37545
S: -8.31926 0.73256 5.02406
O: -9.41921 1.32624 4.31097
O: -7.51050 1.90048 5.79768
C: -6.57930 2.68812 5.05629
C: -7.28213 3.71789 4.19016
C: -8.95855 -0.08313 6.45955
H: -5.92361 2.04940 4.45738
H: -5.95007 3.20394 5.78490
H: -7.85197 3.23762 3.39239
H: -6.55700 4.39138 3.72738
H: -7.98707 4.30548 4.78276
H: -8.12824 -0.49732 7.02966
H: -9.61938 -0.88199 6.12307
H: -9.51911 0.63740 7.05419
O: 7.34625 -4.66784 -7.50103
S: 8.06749 -3.72336 -6.68855
O: 8.00558 -3.75410 -5.25061
O: 7.72539 -2.22523 -7.19136
C: 6.35543 -1.82628 -7.26254
C: 5.79073 -1.51717 -5.88763
C: 9.76996 -3.73766 -7.17441
H: 5.75769 -2.58628 -7.77362
H: 6.32057 -0.92243 -7.87440
H: 5.72809 -2.41952 -5.27621
H: 4.78621 -1.09533 -5.96961
H: 6.43217 -0.81008 -5.35668
H: 9.82807 -3.66957 -8.25975
H: 10.20698 -4.67586 -6.83244
H: 10.27817 -2.89714 -6.70302

Atoms 1-3, force components in eV/Å:
C 0.0 0.8 -0.1
C 0.6 -1.9 1.4
C 0.8 -0.1 -0.2

strongest force on any atom = 6.79 eV/A
E_LUMO (alpha / beta) = 0.01596 / -0.03502 Ha
2S+1 = 2



Entry 3:
Formula: C36H48N3O5S2SeSr
Source: the OMol25 dataset
Level of theory: the ωB97M-V functional and the def2-TZVPD basis

CARTESIAN COORDINATES (ANGSTROEM)
Sr: -1.02060 0.48408 -0.45148
C: 0.11043 -1.10446 7.26278
C: -0.59170 0.21315 6.93867
C: -2.07689 0.05939 7.29271
C: 0.02700 1.30839 7.81414
C: -0.46132 0.58567 5.46437
C: 0.19162 -0.20465 4.53072
C: 0.23852 0.13711 3.19125
Se: 1.10016 -1.08193 1.98436
C: -0.17499 -2.51870 1.84567
C: -0.32833 -3.37216 2.92601
C: -1.21597 -4.44161 2.90236
C: -1.83638 -4.70705 1.68097
C: -1.67644 -3.93094 0.54433
C: -0.95236 -2.70824 0.66950
O: -1.00415 -1.81584 -0.25641
C: -2.30004 -4.42094 -0.77316
C: -1.99200 -5.91677 -0.94936
C: -1.75394 -3.72066 -2.02664
C: -3.81977 -4.22856 -0.76581
C: -1.47453 -5.34287 4.10528
C: -2.97492 -5.35211 4.42657
C: -1.01514 -6.77403 3.80034
C: -0.73450 -4.86129 5.35235
C: -0.36160 1.33351 2.70867
O: -0.31588 1.60508 1.43716
C: -0.99990 2.17630 3.66269
C: -1.03385 1.76092 4.98706
C: -1.71167 3.49907 3.34635
C: -1.08990 4.61677 4.19499
C: -3.19946 3.36054 3.70163
C: -1.64689 3.96714 1.89066
H: -0.03371 -1.34796 8.31783
H: 1.18259 -1.04829 7.07679
H: -0.28433 -1.93221 6.67653
H: -2.20275 -0.22319 8.34060
H: -2.53880 -0.70521 6.66933
H: -2.62053 0.98859 7.12878
H: -0.07157 1.06080 8.87367
H: -0.45613 2.27088 7.65165
H: 1.08583 1.42793 7.58723
H: 0.67268 -1.12103 4.84398
H: 0.25354 -3.17672 3.81600
H: -2.46328 -5.58936 1.61357
H: -0.91601 -6.08952 -0.95160
H: -2.39403 -6.26086 -1.90478
H: -2.42608 -6.53783 -0.16861
H: -0.66589 -3.74634 -2.05527
H: -2.05564 -2.68205 -2.09307
H: -2.13462 -4.25647 -2.90039
H: -4.28040 -4.79121 0.04953
H: -4.25200 -4.57854 -1.70449
H: -4.06569 -3.17252 -0.65632
H: -3.56435 -5.68291 3.57180
H: -3.31360 -4.35262 4.70127
H: -3.19158 -6.02587 5.25831
H: -1.53928 -7.18715 2.93949
H: -1.19939 -7.43254 4.65239
H: 0.05058 -6.79233 3.57617
H: -0.99815 -3.83522 5.60362
H: 0.34650 -4.90659 5.22790
H: -0.99834 -5.49306 6.20301
H: -1.55153 2.39273 5.69915
H: -1.19664 4.43170 5.26278
H: -1.57305 5.56999 3.97000
H: -0.02595 4.71664 3.98095
H: -3.34579 3.14765 4.76002
H: -3.64766 2.54345 3.13793
H: -3.73263 4.28458 3.46570
H: -0.62746 4.06805 1.53054
H: -2.13898 4.94401 1.83696
H: -2.16424 3.29221 1.21542
O: 0.53486 2.37938 -3.87754
C: -0.60859 2.00116 -3.74016
N: -1.00656 0.96694 -2.89879
S: -2.64387 0.89454 -2.82656
O: -3.08749 1.35739 -1.49511
O: -3.19475 -0.37443 -3.21789
C: -2.97258 2.10964 -4.03688
C: -4.19315 2.47996 -4.56656
C: -4.17031 3.43001 -5.57685
C: -2.96273 3.96502 -6.02522
C: -1.75641 3.56267 -5.47677
C: -1.78003 2.61251 -4.46677
H: -5.12061 2.05323 -4.21320
H: -5.09800 3.75718 -6.02753
H: -2.97180 4.70079 -6.81737
H: -0.81453 3.96911 -5.81698
N: -5.45011 -0.66581 1.08465
C: -4.47428 -1.27286 1.80570
N: -4.67837 -2.58648 2.08287
S: -3.11550 -0.48738 2.32700
H: -6.36322 -1.08335 1.02030
H: -5.37948 0.32976 0.97351
H: -5.30536 -3.10533 1.48757
H: -3.85804 -3.09414 2.38151

Atoms 1-3, force components in eV/Å:
Sr 0.9 -0.6 1.9
C 0.0 0.0 0.1
C 0.0 0.0 0.0

strongest force on any atom = 2.17 eV/A
energy above the lowest of the compared OMol25 structures with the same formula, charge and spin = 0.0 kcal per mole
E_LUMO = 0.07983 Ha
total charge = -1